Record 1
C26H55F9NO5 | wB97M-V/def2-TZVPD

The geometry in XYZ format:
```
96
Properties=species:S:1:pos:R:3:lowdin_charge:R:1
C -3.40198 0.73627 1.21058 0.11
C -4.02708 0.10458 0.22225 -0.10
N -4.92643 -1.04743 0.49976 0.20
C -4.50321 -2.35673 -0.10814 -0.41
F -3.90111 -2.14557 -1.27023 0.20
F -5.65980 -2.99270 -0.36140 0.18
C -3.67069 -3.30040 0.82628 -0.36
F -3.18156 -4.26357 0.03902 0.20
F -4.53158 -3.79419 1.72447 0.18
C -2.47565 -2.63842 1.54991 -0.35
F -1.78980 -1.85254 0.71417 0.17
F -2.94311 -1.92725 2.59440 0.16
C -1.46702 -3.70709 2.12553 -0.57
F -0.74070 -3.08002 3.06041 0.19
F -0.61151 -4.03152 1.16716 0.19
F -2.07763 -4.75664 2.61008 0.22
H -2.43661 1.17465 1.00656 0.08
H -3.83852 0.72659 2.20082 0.10
H -3.90574 0.41486 -0.80293 0.12
H -5.13402 -1.13331 1.49937 0.20
H -5.82537 -0.82583 0.04887 0.20
C -2.89442 4.63344 0.65245 -0.05
C -2.96397 3.51837 -0.37534 -0.27
O -4.24655 2.90805 -0.48416 -0.21
C -5.30538 3.76788 -0.88227 -0.27
C -5.10278 4.39736 -2.24866 -0.07
H -3.23943 4.28101 1.62636 0.09
H -1.86832 4.98686 0.75184 0.07
H -3.51542 5.48510 0.37252 0.07
H -2.28331 2.71740 -0.08110 0.08
H -2.62484 3.86527 -1.35496 0.11
H -5.47660 4.53642 -0.12215 0.11
H -6.19988 3.14325 -0.90205 0.11
H -4.25324 5.08063 -2.26042 0.07
H -5.98783 4.96515 -2.53502 0.08
H -4.92049 3.62990 -3.00257 0.08
C 2.27999 1.26178 0.66265 -0.06
C 0.91202 1.91185 0.57205 -0.29
O 0.28073 2.10031 1.82950 -0.18
C 0.97081 2.92935 2.75266 -0.27
C 1.18688 4.34864 2.25872 -0.07
H 2.22057 0.31952 1.21064 0.09
H 2.67077 1.06218 -0.33526 0.08
H 3.00046 1.89697 1.17629 0.06
H 0.24162 1.26640 -0.00197 0.10
H 0.97114 2.86194 0.02916 0.11
H 1.92182 2.46957 3.03922 0.11
H 0.34980 2.94984 3.64845 0.12
H 1.85492 4.38279 1.39674 0.07
H 1.63227 4.95625 3.04631 0.08
H 0.23857 4.80073 1.96266 0.06
C 7.56473 1.55805 -0.59728 -0.08
C 6.19064 2.19965 -0.68193 -0.28
O 5.56169 2.37890 0.57435 -0.18
C 6.24179 3.20989 1.49923 -0.28
C 6.44156 4.63532 1.01406 -0.08
H 7.51245 0.61538 -0.05095 0.08
H 7.95058 1.36192 -1.59769 0.08
H 8.28216 2.19853 -0.08282 0.07
H 5.52544 1.54995 -1.25235 0.11
H 6.24143 3.15086 -1.22357 0.11
H 7.19859 2.76025 1.78476 0.11
H 5.62048 3.21897 2.39570 0.12
H 7.10854 4.68322 0.15232 0.07
H 6.87993 5.24375 1.80525 0.08
H 5.48818 5.07749 0.72030 0.08
C 0.22599 -7.12020 2.25880 -0.07
C 1.71005 -7.02730 1.94191 -0.28
O 2.37048 -8.27424 1.91891 -0.15
C 1.90298 -9.21043 0.96467 -0.28
C 2.02399 -8.73606 -0.47348 -0.08
H 0.07115 -7.65977 3.19415 0.09
H -0.20674 -6.13062 2.34350 0.03
H -0.32568 -7.64901 1.47897 0.07
H 2.20743 -6.44452 2.71776 0.12
H 1.86879 -6.49160 0.99801 0.11
H 0.87131 -9.50352 1.19022 0.11
H 2.51752 -10.09926 1.10351 0.12
H 1.37673 -7.88100 -0.67753 0.06
H 1.74082 -9.53589 -1.15801 0.08
H 3.04928 -8.43534 -0.69199 0.08
C 0.49280 2.09861 -4.69283 -0.07
C 0.24261 1.87035 -3.21288 -0.28
O -1.13124 1.86023 -2.85815 -0.18
C -1.94100 0.86936 -3.45048 -0.28
C -1.53187 -0.53980 -3.07357 -0.07
H -0.00181 3.01144 -5.02673 0.09
H 1.56174 2.19046 -4.88311 0.08
H 0.11518 1.27621 -5.30248 0.07
H 0.68525 2.68658 -2.64197 0.11
H 0.73165 0.94919 -2.87507 0.11
H -1.98895 0.99906 -4.53667 0.12
H -2.94929 1.05416 -3.07051 0.11
H -0.55160 -0.81816 -3.46002 0.08
H -2.25405 -1.26139 -3.45946 0.08
H -1.49253 -0.62764 -1.98407 0.06
```

## Properties
Total charge: +1
E_HOMO (Eh): -0.40905
Calculated total energy (Ha): -2353.0125

---

Record 2
C26H56Br6O9Zr | wB97M-V/def2-TZVPD

The geometry in XYZ format:
```
98
Properties=species:S:1:pos:R:3:lowdin_charge:R:1
Zr -13.10797 -16.58061 0.52920 1.84
O -13.70373 -18.54063 0.83615 -0.43
H -13.79902 -19.50278 0.97655 0.01
O -15.04987 -15.86110 0.59254 -0.43
H -15.88330 -15.44636 0.29602 -0.01
O -12.30175 -14.70199 0.72582 -0.43
H -12.15185 -13.74286 0.61568 -0.02
O -11.47351 -17.12511 -0.61346 -0.44
H -10.69309 -17.40005 -1.13296 0.01
C -21.05189 -15.00553 -2.34439 -0.15
C -21.83130 -14.57726 -1.10105 -0.16
C -21.19058 -13.25416 -0.65239 -0.19
O -20.04822 -13.02650 -1.48799 -0.15
C -19.74516 -14.21321 -2.21640 -0.21
H -21.62416 -14.61441 -3.18559 0.11
H -20.97819 -16.08884 -2.43983 0.11
H -21.80415 -15.25412 -0.24710 0.11
H -22.90272 -14.44151 -1.24844 0.10
H -20.85234 -13.27571 0.38357 0.10
H -21.91371 -12.43867 -0.66502 0.11
H -19.11059 -14.85071 -1.60076 0.10
H -19.20696 -13.98808 -3.13714 0.12
C -13.03014 -15.73602 4.99356 -0.17
C -14.07743 -16.79735 5.15026 -0.14
C -14.37297 -17.26046 3.68622 -0.14
O -13.56357 -16.37979 2.83448 -0.30
C -13.30111 -15.16434 3.61211 -0.18
H -12.00847 -16.11266 4.94410 0.11
H -13.06078 -14.94839 5.74641 0.12
H -14.97538 -16.31585 5.53747 0.11
H -13.74926 -17.59366 5.81830 0.11
H -15.43917 -17.12638 3.50361 0.11
H -14.00367 -18.28245 3.60097 0.10
H -14.15577 -14.49075 3.54953 0.12
H -12.43093 -14.58676 3.30016 0.09
C -9.08752 -17.02508 2.70410 -0.18
C -9.69962 -18.23927 3.30912 -0.17
C -10.84354 -18.53113 2.34248 -0.19
O -11.36601 -17.25786 2.03800 -0.30
C -10.28692 -16.26242 2.18063 -0.15
H -8.46611 -17.43246 1.90661 0.12
H -8.47520 -16.38258 3.33683 0.12
H -10.03128 -17.91615 4.29588 0.11
H -8.96665 -19.04265 3.38279 0.12
H -11.59750 -19.16817 2.80488 0.12
H -10.44790 -19.02075 1.45261 0.13
H -10.69609 -15.54944 2.89641 0.10
H -10.04016 -15.79697 1.22639 0.11
C -17.19474 -12.13623 2.04010 -0.17
C -16.73432 -13.53180 1.55683 -0.14
C -17.86182 -14.42524 2.13491 -0.16
O -18.58393 -13.60603 3.06327 -0.14
C -18.53904 -12.26499 2.70650 -0.22
H -17.20985 -11.43526 1.20552 0.08
H -16.54957 -11.66909 2.78416 0.10
H -15.71191 -13.69418 1.89801 0.08
H -16.70148 -13.53748 0.46733 0.10
H -17.48385 -15.33226 2.60670 0.11
H -18.60509 -14.73454 1.40008 0.11
H -18.70174 -11.57140 3.53146 0.13
H -19.34758 -12.14642 1.98518 0.11
C -14.56231 -16.84141 -3.83359 -0.16
C -14.62021 -15.35726 -3.52040 -0.19
C -13.74304 -15.22774 -2.31670 -0.14
O -13.86785 -16.55756 -1.66069 -0.31
C -14.57211 -17.47062 -2.48300 -0.19
H -13.61078 -17.05564 -4.32019 0.12
H -15.36718 -17.18614 -4.48277 0.12
H -15.66124 -15.05311 -3.41154 0.11
H -14.16763 -14.76671 -4.31697 0.09
H -14.15087 -14.44610 -1.67577 0.10
H -12.70848 -15.01592 -2.58676 0.13
H -15.60403 -17.48483 -2.13221 0.11
H -14.26962 -18.51468 -2.40215 0.13
Br -18.34747 -18.45253 -0.17017 0.59
C -17.04841 -19.10845 1.14103 -0.68
C -17.77225 -19.68168 2.39984 -0.64
Br -16.48231 -20.48599 3.67435 0.59
H -16.42897 -18.24088 1.36846 0.02
H -16.44701 -19.86586 0.63827 0.05
H -18.49740 -20.46575 2.18189 0.04
H -18.30332 -18.87807 2.91001 0.05
Br -17.68970 -9.66788 -1.47032 0.57
C -16.84724 -11.13169 -2.57036 -0.64
C -16.13703 -10.49756 -3.76335 -0.66
Br -14.83039 -11.75000 -4.56773 0.60
H -17.58951 -11.89362 -2.80820 0.05
H -16.25038 -11.60942 -1.79342 -0.01
H -15.58899 -9.61638 -3.42977 0.04
H -16.82688 -10.19829 -4.55242 0.06
Br -12.70880 -11.11889 3.77488 0.60
C -12.82953 -11.62235 1.85288 -0.71
C -13.48347 -10.50885 1.04537 -0.60
Br -13.43301 -11.11894 -0.87183 0.64
H -13.38740 -12.54129 1.67278 0.03
H -11.81908 -11.75096 1.46486 0.05
H -12.92124 -9.58053 1.14650 0.06
H -14.51145 -10.42661 1.39832 0.05
```

## Properties
Total charge: 0
E_HOMO (Eh): -0.32493
Calculated total energy (Ha): -17192.6317

---

Record 3
C26H56N6O8 | wB97M-V/def2-TZVPD

The geometry in XYZ format:
```
96
Properties=species:S:1:pos:R:3:lowdin_charge:R:1
C -2.52261 1.29117 -0.72124 -0.11
C -3.20710 -0.14063 -0.91933 -0.37
C -3.00291 -1.13596 0.32702 -0.11
C -2.75592 -0.92829 -2.24709 -0.15
C -1.62452 -0.20815 -3.11718 -0.24
C -0.13342 -0.09460 -2.55761 -0.13
O 0.67045 -1.30251 -2.79689 -0.07
C -0.23841 -2.22116 -3.41561 -0.38
O -0.13219 -3.44341 -3.23304 0.08
C -1.30754 -1.35777 -4.23420 -0.05
H -3.10150 1.89603 0.07100 0.09
H -1.45723 1.20507 -0.29337 0.08
H -2.54584 1.94651 -1.66283 0.06
H -4.34286 0.05323 -0.97110 0.13
H -3.14190 -0.64215 1.34340 0.05
H -3.74369 -2.01178 0.20443 0.09
H -1.96305 -1.63510 0.33292 0.09
H -2.50161 -1.99786 -1.93151 0.12
H -3.69771 -1.02421 -2.90738 0.12
H -2.04306 0.70823 -3.67003 0.15
H 0.07629 0.45815 -1.58855 0.13
H 0.34435 0.62382 -3.32908 0.14
H -0.74366 -1.04448 -5.17175 0.12
H -2.31424 -1.85281 -4.48086 0.13
C -2.74489 -1.91949 4.03818 -0.01
C -3.12409 -0.49485 4.34569 -0.54
O -3.57448 0.26031 3.49077 0.01
N -2.95253 -0.05412 5.61928 0.02
C -2.44016 -0.78463 6.75815 -0.08
H -2.93626 -2.12825 2.98629 0.06
H -1.68154 -2.07476 4.23371 0.09
H -3.34415 -2.60516 4.64130 0.09
H -3.22667 0.90847 5.75208 0.12
H -3.20711 -0.78923 7.53563 0.09
H -1.55768 -0.26249 7.12925 0.06
H -2.17494 -1.80992 6.50764 0.07
C -1.91954 3.78299 6.13092 -0.01
C -2.05266 3.11966 7.47576 -0.54
O -1.59520 2.00524 7.70049 0.02
N -2.70575 3.79818 8.45724 0.00
C -3.30984 5.11175 8.38536 -0.08
H -1.37757 3.12464 5.45257 0.09
H -2.90817 3.97654 5.70850 0.09
H -1.36048 4.71627 6.22714 0.09
H -2.75662 3.29292 9.33038 0.14
H -2.83565 5.75028 9.13369 0.08
H -4.37221 5.01567 8.61918 0.08
H -3.19701 5.56417 7.40268 0.08
C 5.26911 0.16367 -0.25277 -0.01
C 4.03161 0.33030 -1.09365 -0.55
O 3.78367 1.37260 -1.69105 0.01
N 3.17690 -0.72226 -1.17772 0.02
C 3.29595 -2.02046 -0.55126 -0.08
H 5.85372 1.08294 -0.28015 0.08
H 4.99279 -0.04067 0.78428 0.08
H 5.88351 -0.64892 -0.64713 0.08
H 2.36944 -0.54064 -1.75721 0.09
H 3.30618 -2.78040 -1.33651 0.08
H 2.42267 -2.17498 0.08511 0.08
H 4.19832 -2.10858 0.04813 0.06
C 0.64433 4.94052 -2.70014 -0.01
C -0.71960 4.33945 -2.48984 -0.54
O -1.02656 3.77010 -1.45143 0.02
N -1.62460 4.44507 -3.50287 0.00
C -1.45044 5.07516 -4.79437 -0.08
H 1.25362 4.77886 -1.81173 0.09
H 1.13797 4.46277 -3.54935 0.09
H 0.55778 6.01630 -2.86939 0.08
H -2.51628 4.02013 -3.29194 0.14
H -2.19561 5.86731 -4.89457 0.08
H -1.62021 4.32493 -5.56977 0.08
H -0.45608 5.49912 -4.91529 0.07
C 5.50828 -3.20663 3.89420 -0.01
C 4.26902 -3.04648 3.05467 -0.54
O 4.01763 -2.00890 2.45595 0.02
N 3.41540 -4.10295 2.97368 0.01
C 3.53757 -5.40077 3.60296 -0.08
H 6.08959 -2.28578 3.86338 0.08
H 5.23451 -3.40829 4.93215 0.09
H 6.12492 -4.01824 3.50147 0.09
H 2.60727 -3.92387 2.39453 0.14
H 3.54949 -6.16295 2.82095 0.08
H 2.66553 -5.55762 4.24136 0.08
H 4.44183 -5.48521 4.20160 0.07
C 0.65392 -3.02851 -7.19786 -0.01
C 0.35050 -2.29630 -8.47766 -0.56
O -0.75445 -2.33188 -9.00181 0.02
N 1.35450 -1.57777 -9.05161 0.00
C 2.71591 -1.41568 -8.58679 -0.08
H -0.23740 -3.55506 -6.85820 0.09
H 1.44577 -3.76199 -7.36437 0.09
H 0.95238 -2.31835 -6.42317 0.07
H 1.07980 -1.11397 -9.90565 0.14
H 2.90111 -0.35126 -8.42709 0.08
H 3.39106 -1.78324 -9.36260 0.08
H 2.90273 -1.95612 -7.66143 0.08
```

## Properties
Energy above the lowest of the compared OMol25 structures with the same formula, charge and spin (eV): 0.000
Total charge: 0
E_HOMO (Eh): -0.31821
Calculated total energy (Ha): -1954.7403
Structure (SMILES): CC(C)C[C@H]1COC(=O)C1.CNC(C)=O.CNC(C)=O.CNC(C)=O.CNC(C)=O.CNC(C)=O.CNC(C)=O